{
  "formula": "C6H15NO",
  "method": "ωB97M-V/def2-TZVPD",
  "energy_ev": -9990.88137,
  "total_charge": 1,
  "e_above_lowest_kcal_mol": 100.50,
  "fmax_ev_per_a": 6.06,
  "spin_multiplicity": 2,
  "s2": 0.755,
  "homo_energy_ha": [-0.5349, -0.5341],
  "orbital_gap_ha": [0.4326, 0.2159],
  "elements": ["O", "N", "C", "C", "C", "C", "C", "C", "H", "H", "H", "H", "H", "H", "H", "H", "H", "H", "H", "H", "H", "H", "H"],
  "coordinates": [[1.4880, -2.6497, 0.7753], [-0.1893, 0.4944, 0.4421], [0.4014, -1.5181, 2.7965], [0.9389, -1.4335, 1.2726], [-0.1721, 2.5449, -2.4630], [-1.1545, 1.0925, -0.5798], [-0.5474, 1.0105, -1.9655], [-0.2138, -0.9863, 0.3548], [1.9402, -0.9176, 1.5169], [1.2605, -3.4522, 1.1038], [-2.1127, 0.6515, -0.5936], [-1.4327, 2.1070, -0.3630], [0.4947, 0.5602, -1.9059], [0.7894, 0.6901, 0.1214], [-0.0793, 2.5561, -3.5778], [0.9118, 2.9080, -1.9518], [-1.0361, 0.5307, -2.8358], [-0.1605, -1.5368, -0.6671], [0.3510, -2.4857, 3.2964], [1.1400, -1.0632, 3.3971], [-1.1347, -1.3921, 0.8059], [-0.4891, -1.0028, 3.0047], [-0.9936, 3.2923, -1.9842]],
  "mulliken_spin": [0.002, 0.756, -0.003, 0.011, 0.005, 0.026, 0.044, 0.039, 0.002, 0.000, -0.002, 0.005, 0.007, -0.006, 0.004, 0.001, 0.021, 0.061, 0.000, 0.002, 0.028, -0.001, 0.000]
}